C45H49ClF6N6O7Ta as an isolated structure in a non-equilibrium geometry. Source: the OMol25 dataset; level of theory: ωB97M-V/def2-TZVPD.

Computed properties:
Charge: +1
HOMO in eV: -10.473
Energy above the lowest of the compared OMol25 structures with the same formula, charge and spin in eV: 1.276
Orbital gap in eV: 4.86

CARTESIAN COORDINATES (ANGSTROEM)
Ta: -0.44722 0.11225 -0.69958
C: 0.41928 3.19002 3.96380
C: -0.27826 1.94577 3.38997
C: -0.50602 0.95310 4.53954
C: -1.59150 2.31322 2.68381
C: -2.63682 2.75621 3.47986
C: -3.86770 3.08912 2.94170
C: -4.04312 3.01022 1.58133
C: -3.00989 2.60435 0.73406
C: -3.26599 2.74615 -0.76141
C: -3.50640 4.22881 -1.09486
C: -4.46610 1.93764 -1.25830
C: -1.79191 2.23042 1.30145
N: -0.61327 1.82080 0.47242
C: 0.41143 2.76481 0.60200
O: 0.22562 3.91331 0.92734
C: 1.85146 2.34955 0.36170
C: 2.77127 3.37762 0.14980
C: 4.11062 3.06637 0.03179
C: 4.48236 1.73415 0.14091
C: 3.48852 0.79759 0.34980
N: 2.19682 1.07492 0.45312
C: 3.90506 -0.61982 0.56976
O: 5.04056 -0.97938 0.75322
N: 2.89316 -1.57678 0.78982
C: 2.63912 -2.78678 0.68079
C: 1.85568 -3.39662 1.81869
C: 1.63005 -4.73084 1.75978
C: 2.08429 -5.47340 0.65232
C: 2.75608 -4.93587 -0.46420
C: 3.02160 -3.60992 -0.52904
C: 3.68737 -2.99849 -1.72163
C: 3.10083 -3.52739 -3.03908
C: 5.20637 -3.29169 -1.66340
C: 1.44848 -2.54505 2.97379
C: 2.68636 -2.31130 3.87654
C: 0.29845 -3.13979 3.78409
H: 1.38245 2.91627 4.41220
H: -0.20197 3.63628 4.74680
H: 0.59484 3.94890 3.20126
H: 0.39013 1.47487 2.66752
H: -1.04485 1.43084 5.36245
H: 0.45867 0.61064 4.93464
H: -1.07937 0.08367 4.23114
H: -2.48766 2.83402 4.55390
H: -4.67926 3.41488 3.58339
H: -4.99487 3.30797 1.14718
H: -2.39335 2.40767 -1.30443
H: -4.52578 4.51673 -0.81558
H: -3.38823 4.41031 -2.16964
H: -2.82170 4.88792 -0.55313
H: -5.39588 2.29102 -0.80008
H: -4.36269 0.88253 -1.01610
H: -4.56489 2.04091 -2.34619
H: 2.40295 4.39312 0.10388
H: 4.85466 3.84121 -0.10645
H: 5.51293 1.41718 0.09714
H: 1.09080 -5.23042 2.55347
H: 1.88143 -6.54051 0.64799
H: 3.02634 -5.58731 -1.28589
H: 3.53524 -1.92011 -1.69144
H: 3.41705 -4.55649 -3.23106
H: 3.46653 -2.91188 -3.86225
H: 2.00805 -3.49928 -3.04384
H: 5.38247 -4.37275 -1.67641
H: 5.67152 -2.87467 -0.77320
H: 5.68182 -2.85265 -2.54461
H: 1.14541 -1.57822 2.56855
H: 3.05014 -3.26102 4.28065
H: 2.39162 -1.67262 4.71092
H: 3.50848 -1.82646 3.34645
H: 0.62372 -4.00974 4.36441
H: -0.54218 -3.43461 3.15057
H: -0.06208 -2.39148 4.49040
O: -0.67316 -1.94307 -1.89110
Cl: 0.69942 -2.26257 -1.38075
O: 0.83232 -3.68092 -1.14590
O: 0.84503 0.40588 -1.81086
O: 0.58870 -1.54123 0.02718
N: 0.02137 1.20058 -4.33728
C: -0.96959 0.29042 -4.02588
C: -1.18392 -0.66329 -5.03987
C: -2.23123 -1.53596 -4.96048
C: -3.08463 -1.47366 -3.86238
C: -2.76474 -0.59423 -2.87523
N: -1.71869 0.27991 -2.90063
C: 0.47084 2.43651 -3.83616
C: 1.32626 3.15810 -4.67452
C: 1.75677 4.39883 -4.26758
C: 1.34632 4.88121 -3.03101
C: 0.52552 4.07500 -2.27311
N: 0.08335 2.86426 -2.65894
H: 0.49267 0.95357 -5.18480
H: -0.51326 -0.68299 -5.89232
H: -2.39990 -2.25579 -5.75501
H: -3.95102 -2.11512 -3.76809
H: -3.35981 -0.55513 -1.97060
H: 1.62837 2.74927 -5.63526
H: 2.39957 4.98893 -4.90953
H: 1.65096 5.85545 -2.66568
H: 0.20465 4.39908 -1.29468
C: -3.39808 -2.67871 -0.02930
C: -2.85354 -1.55359 0.83176
O: -2.15744 -0.59442 0.05924
C: -1.90935 -2.17438 1.93300
F: -0.90558 -1.35020 2.23230
F: -1.34696 -3.32331 1.48575
F: -2.54046 -2.47270 3.07236
C: -4.06729 -0.88620 1.53077
F: -3.69989 -0.04690 2.48936
F: -4.78643 -0.21751 0.61969
F: -4.87459 -1.81775 2.06736
H: -4.20028 -2.28787 -0.65690
H: -3.79372 -3.48536 0.58444
H: -2.60763 -3.06414 -0.66570


C41H41FP2Sn as an isolated structure in a non-equilibrium geometry. Source: the OMol25 dataset; level of theory: ωB97M-V/def2-TZVPD.

Computed properties:
Charge: +2
HOMO (spin up / spin down) in eV: -12.699 / -12.708
Energy above the lowest of the compared OMol25 structures with the same formula, charge and spin in eV: 2.460
Orbital gap (spin up / spin down) in eV: 3.58 / 4.44

CARTESIAN COORDINATES (ANGSTROEM)
Sn: -0.80239 2.73203 -1.17132
C: -1.67609 1.94474 -3.13823
C: -1.33411 0.58987 -2.96221
C: -0.12683 -0.05305 -3.52755
C: 1.15962 0.74649 -3.30134
C: 0.95878 1.82639 -2.26657
C: 0.92407 3.21242 -2.56445
C: -0.13346 3.90063 -3.42200
C: -0.98116 2.84678 -4.16774
C: -0.03440 1.79105 0.79057
H: -2.76146 2.15596 -3.11886
H: -2.14897 -0.14028 -2.89725
H: -0.23240 -0.31301 -4.60006
H: -0.05771 -0.98223 -2.93913
H: 1.90866 0.02272 -2.95483
H: 1.54957 1.20837 -4.22282
H: 1.43469 1.49052 -1.35830
H: 1.71608 3.86470 -2.16247
H: 0.31790 4.70269 -4.05674
H: -0.85932 4.44161 -2.71536
H: -1.78161 3.40533 -4.71169
H: -0.35534 2.22292 -4.84066
H: 0.49958 2.56732 1.36918
H: 0.65454 1.06600 0.33792
H: -0.83314 1.26788 1.36198
P: -1.03183 -1.91044 0.66426
P: 2.47567 -0.97246 0.78684
C: 0.27401 -2.12877 -0.63608
C: 1.57531 -1.64054 -0.61495
C: -1.90708 -3.39510 1.11139
C: -2.43766 -4.31267 0.19138
C: -3.45531 -5.17060 0.59928
C: -3.99671 -5.09397 1.88991
C: -3.45378 -4.18484 2.81005
C: -2.42971 -3.33223 2.42736
C: -2.71502 -1.03688 0.11615
C: -2.43293 0.20768 -0.40672
C: -3.39029 1.18553 -0.61977
C: -4.73159 0.85248 -0.41184
C: -5.03870 -0.41561 0.08812
C: -4.04153 -1.32040 0.46719
C: 4.10910 -1.96574 0.90456
C: 4.12003 -3.33751 1.23099
C: 5.31736 -3.96088 1.58768
C: 6.52648 -3.24870 1.59514
C: 6.53386 -1.90996 1.19208
C: 5.34331 -1.30166 0.80114
C: 3.29453 0.46661 -0.07680
C: 3.45111 1.53441 0.83234
C: 3.81880 2.79407 0.36955
C: 4.07222 2.98647 -0.99959
C: 4.14050 1.87967 -1.85134
C: 3.72105 0.61613 -1.41864
H: 0.00831 -2.86763 -1.41146
H: 2.30287 -1.86588 -1.41675
H: -2.09279 -4.34378 -0.84070
H: -3.83382 -5.89697 -0.11440
H: -4.86664 -5.69415 2.18150
H: -3.82254 -4.09652 3.83058
H: -2.06141 -2.55508 3.10376
H: -1.33384 0.39710 -0.45148
H: -3.13100 2.21120 -0.92163
H: -5.50554 1.61511 -0.59361
H: -6.08845 -0.64097 0.25113
H: -4.33991 -2.22219 1.00869
H: 3.21462 -3.93652 1.12876
H: 5.31107 -5.01532 1.85480
H: 7.46481 -3.72944 1.89059
H: 7.46850 -1.35446 1.12923
H: 5.41255 -0.30349 0.36419
H: 3.19535 1.37337 1.88677
H: 3.85260 3.62877 1.07495
H: 4.27456 3.99329 -1.39160
H: 4.51816 1.99731 -2.86606
H: 3.64927 -0.18909 -2.16846
F: -3.55771 0.24085 5.48500
C: -3.01509 1.14952 4.59841
C: -1.73845 1.62855 4.86751
C: -1.13505 2.51102 3.92043
C: -1.93736 2.87927 2.89483
C: -3.25335 2.63465 2.69083
C: -3.80708 1.62832 3.56181
H: -1.14833 1.28788 5.71512
H: -0.08449 2.78398 4.04549
H: -3.81371 3.09426 1.87593
H: -4.82244 1.25513 3.42607


A 2-piece molecular cluster, C3H10N2O overall in a non-equilibrium geometry. Source: the OMol25 dataset; level of theory: ωB97M-V/def2-TZVPD.

Computed properties:
HOMO in eV: -9.095
Energy above the lowest of the compared OMol25 structures with the same formula, charge and spin in eV: 1.279
Orbital gap in eV: 9.90
SMILES string: NC=O.CNC

CARTESIAN COORDINATES (ANGSTROEM)
C: -2.01176 0.14161 -2.45683
N: -0.80330 0.70316 -1.87712
C: 0.43769 0.40918 -2.68347
H: -1.84331 -0.19656 -3.48671
H: -2.81508 0.84153 -2.44864
H: -2.41651 -0.68880 -1.88159
H: -0.81992 1.71140 -1.95328
H: 0.10231 0.39201 -3.71997
H: 1.10359 1.22577 -2.46695
H: 0.93066 -0.51131 -2.37228
C: 1.52116 -0.39352 4.78036
N: 1.16670 -1.02563 3.64441
O: 2.65982 -0.30135 5.19116
H: 0.73448 0.16315 5.31680
H: 0.19343 -1.16272 3.43945
H: 1.86001 -1.30791 2.97465


C9H14F2Si2 in the gas phase in a non-equilibrium geometry. Source: the OMol25 dataset; level of theory: ωB97M-V/def2-TZVPD.

Computed properties:
HOMO in eV: -9.309
Energy above the lowest of the compared OMol25 structures with the same formula, charge and spin in eV: 2.590
Orbital gap in eV: 9.76
SMILES string: C[Si](C)(F)[Si@](C)(F)c1ccccc1

CARTESIAN COORDINATES (ANGSTROEM)
C: 3.36846 -1.12679 1.40314
C: 3.40244 0.01192 0.56190
C: 2.29854 -1.97582 1.40648
C: 2.31390 0.28659 -0.22923
C: 1.21010 -1.69535 0.65087
C: 1.18299 -0.61644 -0.21150
C: 0.01777 0.29788 -2.92426
C: -1.50022 1.26457 1.90792
C: -3.74793 0.56554 -0.37907
F: -1.08507 -1.92594 -1.34183
F: -1.82632 2.58450 -0.50630
Si: -0.39740 -0.20824 -1.11792
Si: -1.90436 1.04964 0.05767
H: 4.23366 -1.17780 1.98177
H: 4.16944 0.62101 0.48371
H: 2.17862 -2.91304 2.02044
H: 2.31272 1.07005 -0.88709
H: 0.47379 -2.47231 0.82489
H: -0.39594 1.32172 -3.08167
H: 0.99443 0.31628 -3.02529
H: -0.46230 -0.60553 -3.54130
H: -0.62165 1.69101 2.08797
H: -2.25685 1.78432 2.47245
H: -1.56621 0.42990 2.50740
H: -3.78914 0.32162 -1.37695
H: -4.15483 -0.21869 0.31878
H: -4.44863 1.31939 -0.06299


C14H21F7N2O8PbS2 as an isolated structure in a non-equilibrium geometry. Source: the OMol25 dataset; level of theory: ωB97M-V/def2-TZVPD.

Computed properties:
HOMO in eV: -8.477
Orbital gap in eV: 3.07

CARTESIAN COORDINATES (ANGSTROEM)
Pb: -3.32333 17.43630 -26.17936
F: -5.37557 16.33679 -29.95020
C: -3.93530 18.44745 -19.59452
F: -5.16119 18.45956 -20.12311
F: -3.43914 19.64386 -19.73308
F: -4.07000 18.15990 -18.29364
S: -2.89343 17.09483 -20.45544
O: -2.44672 16.26384 -19.35958
O: -3.63217 16.37217 -21.49973
N: -1.75895 17.92423 -21.45775
S: -0.59312 18.13349 -20.53300
O: -0.88203 18.65410 -19.22682
O: 0.33087 16.98417 -20.57792
C: 0.40590 19.51236 -21.41885
F: -0.24632 20.60379 -21.19315
F: 1.71055 19.63991 -20.86915
F: 0.57922 19.20826 -22.74469
C: -7.57517 17.73678 -25.99213
O: -6.65118 18.79530 -25.75221
C: -7.35442 20.01727 -25.84539
C: -6.27763 21.11611 -25.63873
N: -5.23189 21.03364 -26.71457
C: -4.03370 21.85908 -26.51854
C: -3.16473 21.68530 -27.83549
O: -2.75431 20.24915 -27.98781
C: -1.83423 20.08683 -29.04785
H: -8.26618 17.89886 -26.81938
H: -8.25094 17.68549 -25.13842
H: -7.09035 16.76328 -26.06523
H: -8.08875 20.17433 -25.05533
H: -7.88299 20.21105 -26.77875
H: -5.80819 21.08798 -24.65541
H: -6.86319 22.02515 -25.77613
H: -5.63866 21.15074 -27.63159
H: -3.43437 21.67067 -25.62781
H: -4.37948 22.88767 -26.41592
H: -2.26575 22.29454 -27.92908
H: -3.85886 21.96385 -28.62839
H: -1.66740 19.01511 -29.15591
H: -0.90497 20.58225 -28.76658
H: -2.09065 20.62252 -29.96185
C: -0.45518 10.71803 -24.39024
C: -0.85064 9.40307 -24.07330
C: -1.90555 8.83512 -24.77536
C: -2.41643 9.50727 -25.90281
C: -1.87940 10.73546 -26.23333
C: -0.94278 11.37440 -25.45851
O: -0.42902 12.57229 -25.83318
O: -2.37328 7.59193 -24.48820
H: 0.33416 11.15153 -23.79407
H: -0.50422 8.86542 -23.20306
H: -3.16958 8.98968 -26.47838
H: -2.12630 11.26278 -27.14293
H: 0.51857 12.54794 -25.68124
H: -3.17312 7.32665 -24.94807


A 11-piece molecular cluster, C10H40BrClNO10PS2 overall in a non-equilibrium geometry. Source: the OMol25 dataset; level of theory: ωB97M-V/def2-TZVPD.

Computed properties:
HOMO in eV: -8.780
Orbital gap in eV: 9.09
SMILES string: CCSC[PH](C[C@@H](C)Cl)(N=C=S)[C@@H](Br)CC.O.O.O.O.O.O.O.O.O.O

CARTESIAN COORDINATES (ANGSTROEM)
C: 3.91597 2.21904 0.68375
C: 3.01135 3.39819 0.37498
S: 1.28727 2.99394 -0.03052
C: 1.16716 1.18509 -0.22541
P: -0.52956 0.48752 -0.05167
C: -0.64087 -1.29690 0.48503
C: 0.70491 -1.91798 0.83747
C: 0.47165 -3.24159 1.53180
Cl: 1.65169 -2.25434 -0.65648
N: -0.40506 -0.14815 -1.88013
C: -1.40668 -0.00903 -2.50854
S: -2.79248 0.23004 -3.24700
C: -0.89606 1.14047 1.70734
Br: 0.59560 1.05394 2.98328
C: -1.60466 2.49605 1.72971
C: -3.14686 2.31302 1.72949
H: 4.83268 2.57984 1.14002
H: 4.17380 1.61192 -0.17877
H: 3.43140 1.55965 1.39804
H: 2.97665 4.00362 1.27307
H: 3.48185 4.01838 -0.37830
H: 1.90516 0.64460 0.34764
H: 1.45149 1.00354 -1.24801
H: -1.65102 1.23222 -0.48177
H: -1.38944 -1.45513 1.25016
H: -0.98583 -1.83142 -0.39003
H: 1.32191 -1.28762 1.46025
H: 1.45541 -3.60860 1.81166
H: -0.06920 -3.11074 2.46017
H: 0.02024 -3.97562 0.88019
H: -1.62212 0.45932 2.12556
H: -1.36929 3.08941 0.85525
H: -1.33411 3.01847 2.63257
H: -3.43634 1.27627 1.59812
H: -3.59355 2.71933 2.62514
H: -3.56047 2.83600 0.87621
O: -5.77893 -1.48902 -5.26972
H: -5.42468 -0.71510 -4.82034
H: -5.10763 -2.16592 -5.13989
O: -0.17659 -0.50550 -5.53882
H: 0.02394 0.43352 -5.59461
H: -0.85340 -0.55877 -4.84951
O: 0.83531 -3.16420 -4.54624
H: 1.70384 -3.15183 -4.95704
H: 0.45948 -2.30225 -4.76938
O: -1.85381 -4.99871 2.73957
H: -2.62133 -5.57385 2.83407
H: -1.10844 -5.60258 2.80804
O: -4.80076 -6.24757 2.20805
H: -5.58617 -6.60549 1.78349
H: -5.14379 -5.77211 2.97173
O: -4.80289 2.45314 -5.06158
H: -4.04227 2.08765 -4.59688
H: -4.42119 2.97563 -5.77303
O: 6.44111 4.08173 1.04375
H: 7.40481 4.01028 1.09255
H: 6.22212 4.78165 1.66722
O: 9.02698 3.60071 -0.37490
H: 9.40931 4.43105 -0.67666
H: 8.36064 3.39246 -1.03896
O: -0.38427 5.73310 2.02566
H: 0.35176 5.11514 1.95367
H: -1.04266 5.25509 2.53685
O: -1.49054 -7.38532 4.31176
H: -1.42546 -8.34433 4.26067
H: -1.59711 -7.20136 5.25025


C6H14BNO2 in the gas phase in a non-equilibrium geometry. Source: the OMol25 dataset; level of theory: ωB97M-V/def2-TZVPD.

Computed properties:
HOMO in eV: -8.971
Energy above the lowest of the compared OMol25 structures with the same formula, charge and spin in eV: 6.187
Orbital gap in eV: 9.68
SMILES string: C/C=[N+](\[O-])OB(CC)CC

CARTESIAN COORDINATES (ANGSTROEM)
B: -0.47423 0.31582 0.50619
C: 1.32950 -0.41277 -2.41846
C: 1.74235 -1.07262 -3.67456
C: 1.43911 0.81615 2.13640
C: -2.63455 -0.02770 1.87306
C: 0.17710 1.45628 1.51382
C: -1.68517 -0.64944 0.85943
N: 0.21652 -0.49049 -1.75546
O: 0.17038 0.43698 -0.67714
O: -0.79377 -1.19385 -2.00895
H: 1.81045 0.45574 -2.03463
H: 2.78357 -1.40872 -3.47491
H: 1.70308 -0.35081 -4.45265
H: 1.19439 -1.98748 -4.02089
H: 1.96846 0.41288 1.31700
H: 2.01695 1.54589 2.73639
H: 1.02887 0.01696 2.80780
H: -3.13249 -0.81897 2.35509
H: -2.19230 0.70427 2.66993
H: -3.37978 0.67609 1.36333
H: -0.47765 1.79611 2.24859
H: 0.27438 2.45126 1.00577
H: -1.11731 -1.53371 1.25804
H: -1.96790 -1.13786 -0.13321


C4H5FO in the gas phase in a non-equilibrium geometry. Source: the OMol25 dataset; level of theory: ωB97M-V/def2-TZVPD.

Computed properties:
HOMO in eV: -10.074
Energy above the lowest of the compared OMol25 structures with the same formula, charge and spin in eV: 0.500
Orbital gap in eV: 9.95
SMILES string: O=C/C=C\CF

CARTESIAN COORDINATES (ANGSTROEM)
C: -1.27882 -0.57480 0.31805
C: -0.62009 0.69099 0.05637
C: 0.67146 0.83479 -0.19283
C: 1.70069 -0.28767 -0.26544
H: -1.67316 -0.60682 1.34326
H: -0.61859 -1.43837 0.13002
H: -1.17567 1.63161 0.19320
H: 1.09038 1.86458 -0.26507
H: 2.71694 0.03407 -0.71271
O: 1.51078 -1.44805 -0.03312
F: -2.32393 -0.70033 -0.57174